(1)
Entry from OMol25: a single C5H10O molecule (wB97M-V/def2-TZVPD).

ORCA input file:
```
! wB97M-V def2-TZVPD RIJCOSX def2/J DEFGRID3
* xyz 0 1
O -1.929 0.088 0.748
C -1.057 0.186 -0.372
C -0.208 -1.087 -0.550
C 0.976 -0.873 0.403
C 1.286 0.623 0.302
C -0.052 1.312 -0.058
H -2.600 -0.576 0.545
H -1.643 0.406 -1.277
H -0.797 -1.982 -0.316
H 0.112 -1.176 -1.597
H 1.884 -1.452 0.204
H 0.652 -1.120 1.419
H 1.763 0.957 1.230
H 2.014 0.803 -0.498
H -0.471 1.925 0.746
H 0.070 1.964 -0.929
*
```

Properties
HOMO, eV: -10.1555
ΔE to the lowest compared entry with this formula, charge and spin, eV: 0.167
LUMO level, eV: 1.002
Frontier orbital gap, hartree: 0.410
SMILES string: OC1CCCC1
E, eV: -7394.598

***

(2)
Entry from OMol25: a molecular structure, C5H10O in a non-equilibrium geometry (wB97M-V/def2-TZVPD).

ORCA input file:
```
! wB97M-V def2-TZVPD RIJCOSX def2/J DEFGRID3
* xyz 0 1
C 0.036 0.541 1.632
C 0.969 -0.001 0.570
C 0.741 -1.343 -0.071
C 0.573 -0.085 -0.878
C -0.795 0.270 -1.337
O -1.228 1.584 -1.056
H -0.064 1.627 1.547
H -0.966 0.104 1.555
H 0.412 0.298 2.632
H 2.013 0.268 0.727
H 1.583 -1.988 -0.293
H -0.170 -1.873 0.209
H 1.343 0.149 -1.607
H -1.030 -0.030 -2.358
H -1.582 -0.397 -0.683
H -1.832 0.877 -0.590
*
```

Properties
HOMO, eV: -9.9640
ΔE to the lowest compared entry with this formula, charge and spin, eV: 3.125
LUMO level, eV: 0.993
Frontier orbital gap, hartree: 0.403
E, eV: -7391.641

***

(3)
Entry from OMol25: a single C5H10O molecule in a non-equilibrium geometry (wB97M-V/def2-TZVPD).

ORCA input file:
```
! wB97M-V def2-TZVPD RIJCOSX def2/J DEFGRID3
* xyz 0 1
C 0.745 -0.805 -1.172
C 0.425 0.228 0.007
C 0.894 1.647 -0.380
C -1.053 0.142 0.285
C -1.561 -0.995 1.036
O -1.543 0.310 1.606
H 0.830 -1.829 -0.790
H 1.685 -0.632 -1.731
H -0.028 -0.840 -1.961
H 0.975 -0.082 0.907
H 1.422 1.327 -1.254
H 1.600 2.159 0.288
H 0.114 2.370 -0.671
H -1.684 0.605 -0.481
H -2.533 -1.420 0.801
H -0.824 -1.680 1.458
*
```

Properties
HOMO, eV: -10.2269
ΔE to the lowest compared entry with this formula, charge and spin, eV: 1.810
LUMO level, eV: 1.093
Frontier orbital gap, hartree: 0.416
SMILES string: CC(C)[C@H]1CO1
E, eV: -7392.955

***

> Which of these has the lowest ΔE to the lowest compared entry with this formula, charge and spin?

number 1

***

> What is the ΔE to the lowest compared entry with this formula, charge and spin in the second record?

3.125 eV

***

> Among the records above, which one has the lowest ΔE to the lowest compared entry with this formula, charge and spin?

number 1